1.
An isolated molecule of C3H5NO2S2 in a non-equilibrium geometry, computed with the ωB97M-V functional and the def2-TZVPD basis.

```
13
Properties=species:S:1:pos:R:3:forces:R:3:mulliken_charge:R:1
C 0.848734 0.488180 0.601725 0.93 -2.79 0.76 0.308
C -0.577694 -1.397315 -0.336384 -3.26 -0.10 -1.28 -0.467
C -1.312817 1.385660 0.146946 -1.71 -0.77 5.00 -0.366
H 2.601819 -1.154142 -0.005276 0.12 3.82 -2.50 0.342
H -1.192384 -2.388606 -0.643890 2.32 1.80 1.02 0.321
H -0.103782 -0.918852 -1.228715 0.02 -0.98 0.78 0.343
H -0.987229 1.519686 -0.823597 0.90 1.42 -1.68 0.409
H -1.977520 2.239778 0.806522 1.57 -2.68 -2.72 0.258
N 1.915586 0.775570 -0.052534 -2.37 1.40 0.10 -0.237
O 2.728641 -0.140297 -0.637841 -0.90 -4.00 3.65 -0.328
O -0.187579 1.201073 1.119542 0.24 1.93 -2.20 -0.313
S 0.422255 -1.245310 1.183548 0.97 -0.41 -1.64 -0.182
S -2.178027 -0.365425 -0.130049 1.15 1.36 0.71 -0.089
```
Positions in Å, forces in eV/Å.

Properties
energy relative to the best compared isomer or geometry (same formula, charge and spin): 138.90 kcal/mol
SMILES: O/N=C1/OCSCS1

=====

2.
An isolated molecule of C3H5NO2S2 in a non-equilibrium geometry, computed with the ωB97M-V functional and the def2-TZVPD basis.

```
13
Properties=species:S:1:pos:R:3:forces:R:3:mulliken_charge:R:1
C 1.155278 -0.525232 0.936015 3.86 2.10 0.59 0.541
C -0.838421 -0.574641 -0.357776 0.12 0.05 0.39 -0.630
C -0.902172 1.034340 -0.353760 0.23 -1.67 -1.45 -0.528
N -0.006584 -1.044405 0.729882 -0.28 -0.28 -0.66 -0.136
O 1.848169 -0.610969 1.925807 -0.19 -0.35 -0.32 -0.597
O 1.613289 0.238043 -1.793897 0.46 -0.04 0.38 -0.539
S 0.532748 2.116232 0.090264 -0.06 -0.87 -0.34 -0.131
S 1.982667 0.661929 -0.420728 -1.36 -0.79 0.02 0.340
H -1.798540 -0.979732 -0.070640 -0.71 0.48 -0.27 0.426
H -0.583248 -1.106319 -1.284966 0.25 0.86 0.03 0.228
H -1.305219 1.294901 -1.366654 0.12 0.20 1.26 0.329
H -1.509511 1.191942 0.498020 -1.33 0.69 0.31 0.436
H -0.188453 -1.696089 1.468435 -1.13 -0.38 0.06 0.262
```
Positions in Å, forces in eV/Å.

Properties
energy relative to the best compared isomer or geometry (same formula, charge and spin): 44.41 kcal/mol

=====

3.
An isolated molecule of C3H5NO3, computed with the ωB97M-V functional and the def2-TZVPD basis.

```
12
Properties=species:S:1:pos:R:3:forces:R:3:mulliken_charge:R:1
N -1.883829 -0.085432 -0.090438 -0.07 -0.24 -0.15 -0.580
C 0.380523 -0.518997 0.761000 0.03 -0.33 0.55 0.592
O 0.629455 -1.192033 1.713779 -0.10 0.44 -0.58 -0.480
C -0.750363 0.479581 0.622852 0.09 0.19 0.13 -0.514
O 1.941751 1.285017 -0.619156 -0.09 -0.51 -0.14 -0.473
C 1.772090 0.178955 -1.049429 0.11 0.33 0.04 0.187
O 1.060271 -0.800574 -0.451002 0.08 0.01 -0.02 -0.275
H -1.632897 -0.366791 -1.034320 -0.05 0.07 0.16 0.256
H -2.244925 -0.903394 0.392851 0.05 0.13 -0.10 0.259
H -0.396036 1.378993 0.113063 -0.06 -0.16 0.06 0.371
H -1.064356 0.756071 1.631435 0.08 -0.03 -0.11 0.295
H 2.188319 -0.211397 -1.990639 -0.06 0.10 0.14 0.364
```
Positions in Å, forces in eV/Å.

Properties
energy relative to the best compared isomer or geometry (same formula, charge and spin): 28.51 kcal/mol
SMILES: NCC(=O)OC=O

=====

4.
An isolated molecule of C3H5NO3, computed with the ωB97M-V functional and the def2-TZVPD basis.

```
12
Properties=species:S:1:pos:R:3:forces:R:3:mulliken_charge:R:1
C 1.994880 -0.060406 -0.815579 0.55 -0.57 0.47 -1.239
C 0.824601 -0.703240 -0.105713 -0.42 0.46 0.24 0.858
C -0.630370 1.320500 -0.299329 -0.08 0.25 -0.12 0.042
H 2.766249 -0.861871 -0.843009 -0.49 0.67 -0.15 0.295
H 2.386317 0.760266 -0.186975 -0.20 -0.25 -0.42 0.343
H 1.773993 0.294166 -1.826163 -0.02 -0.04 0.25 0.359
H -0.899626 -1.463362 1.052773 -0.35 0.78 -0.33 0.390
H 0.163846 1.710925 -0.956121 -0.06 0.08 0.15 0.271
N -0.358310 0.020592 0.072723 0.20 -0.20 -0.22 0.196
O 0.868965 -1.800847 0.407837 0.13 -0.15 -0.15 -0.634
O -1.358564 -0.623150 0.764942 0.43 -0.78 0.42 -0.404
O -1.612562 1.933323 0.023992 0.32 -0.25 -0.16 -0.479
```
Positions in Å, forces in eV/Å.

Properties
energy relative to the best compared isomer or geometry (same formula, charge and spin): 55.50 kcal/mol
SMILES: CC(=O)N(O)C=O

=====

5.
An isolated molecule of C3H5NO3 in a non-equilibrium geometry, computed with the ωB97M-V functional and the def2-TZVPD basis.

```
12
Properties=species:S:1:pos:R:3:forces:R:3:mulliken_charge:R:1
C -0.246823 0.968131 0.711970 -0.34 2.71 5.11 -0.536
C -0.146941 -0.629368 0.776245 0.80 3.74 3.05 0.282
C 0.821686 -1.067248 -1.047982 5.08 1.10 -5.23 0.089
H -1.274578 1.372415 -0.906061 4.64 0.55 1.29 0.349
H 0.777600 1.336615 1.044732 -1.20 -0.97 0.74 0.220
H -0.987090 1.722208 1.275431 0.81 -2.57 -0.06 0.366
H -0.035110 -1.003397 1.910310 -0.71 0.22 -2.69 0.280
H 1.494988 -0.837894 -2.067868 -1.52 -1.06 3.53 0.293
N -0.314171 -1.499802 -1.179114 0.81 -2.24 -7.53 -0.307
O -0.216833 1.484493 -0.507451 -5.39 -0.17 -5.96 -0.525
O 1.101156 -0.581844 0.146436 2.11 -1.59 0.41 -0.329
O -0.973886 -1.264309 -0.156649 -5.10 0.29 7.34 -0.184
```
Positions in Å, forces in eV/Å.

Properties
energy relative to the best compared isomer or geometry (same formula, charge and spin): 158.42 kcal/mol
SMILES: OC[C@@H]1OC=NO1

=====

6.
An isolated molecule of C3H5NO3 in a non-equilibrium geometry, computed with the ωB97M-V functional and the def2-TZVPD basis.

```
12
Properties=species:S:1:pos:R:3:forces:R:3:mulliken_charge:R:1
C -0.578026 -1.741738 0.249049 1.16 1.14 -2.86 0.151
N 0.492134 -1.127602 -0.539775 0.08 1.27 3.80 -0.184
C 1.185242 0.110367 -0.154393 -0.14 0.22 3.00 -0.705
C 0.322605 1.365607 0.050543 -0.32 -1.04 1.35 0.710
O -0.531185 1.208264 1.079699 -0.42 -1.37 0.41 -0.437
O 0.416950 2.436903 -0.433241 0.75 1.43 -1.76 -0.529
O -1.309912 -2.419145 -0.425217 -0.58 -0.59 1.21 -0.517
H -0.713245 -1.518241 1.353530 0.64 -0.11 -1.20 0.293
H 0.489612 -1.289365 -1.509473 -0.57 -0.53 -1.06 0.268
H 1.674858 0.045438 0.921241 -0.87 -0.35 -1.99 0.247
H 1.988577 0.442666 -0.776513 0.36 -0.46 -0.86 0.384
H -1.070502 1.999125 1.148519 -0.08 0.40 -0.02 0.322
```
Positions in Å, forces in eV/Å.

Properties
energy relative to the best compared isomer or geometry (same formula, charge and spin): 32.50 kcal/mol
SMILES: O=CNCC(=O)O

=====

7.
A cluster of 3 separate species, C3H5NO3 in total in a non-equilibrium geometry, computed with the ωB97M-V functional and the def2-TZVPD basis.

```
12
Properties=species:S:1:pos:R:3:forces:R:3:mulliken_charge:R:1
C 1.243712 -0.569780 -0.195433 -1.32 -1.19 -1.04 -0.560
N -1.439119 0.968828 -0.100655 1.65 0.41 0.00 -0.419
C -0.352056 1.176300 0.460587 -2.61 1.23 1.49 0.702
C -1.556118 -0.824230 -0.955944 -1.72 -1.98 -1.36 -0.020
O 1.728352 -0.782481 1.101646 -0.17 0.28 0.22 -0.496
O 0.351928 1.637668 1.284802 0.72 -0.57 -1.00 -0.464
O -2.615188 -1.144520 -1.254775 0.73 0.51 0.35 -0.306
H 1.690101 0.059124 1.576582 -0.03 -0.18 -0.03 0.338
H -2.283271 1.499017 0.036101 0.17 0.22 0.14 0.249
H 1.780015 0.220405 -0.733125 -0.33 0.12 0.07 0.345
H 1.446839 -1.494869 -0.743799 0.43 -0.03 -0.06 0.323
H 0.004803 -0.745462 -0.475987 2.48 1.18 1.21 0.307
```
Positions in Å, forces in eV/Å.

Properties
energy relative to the best compared isomer or geometry (same formula, charge and spin): 105.89 kcal/mol

=====

8.
An isolated molecule of C3H5NO3 in a non-equilibrium geometry, computed with the ωB97M-V functional and the def2-TZVPD basis.

```
12
Properties=species:S:1:pos:R:3:forces:R:3:mulliken_charge:R:1
C 0.459507 -0.579676 0.074093 4.43 -1.96 -1.45 0.806
N 0.725063 -0.359863 1.432108 -0.66 1.24 0.01 -0.496
O -0.130460 -1.824959 -0.082570 -1.15 0.38 -0.58 -0.486
O 1.461949 -0.355677 -0.771447 -2.17 -1.42 2.65 -0.575
H -0.183070 -1.993793 -1.037383 0.06 0.01 0.22 0.343
H 1.631991 -0.677807 1.748425 -0.45 -0.03 -0.02 0.226
H -0.091215 -0.471404 2.019436 0.52 -0.25 0.17 0.231
O 0.464762 1.424501 -1.334627 -3.78 0.72 1.04 -0.424
C -0.688991 0.801105 -0.475664 4.69 2.21 -2.68 -0.236
C -1.876202 1.082784 -0.432227 -0.74 -0.34 0.20 -0.108
H 1.162804 1.800433 -0.763558 -0.70 -0.55 0.29 0.334
H -2.936139 1.154356 -0.376586 -0.06 -0.02 0.15 0.384
```
Positions in Å, forces in eV/Å.

Properties
energy relative to the best compared isomer or geometry (same formula, charge and spin): 175.41 kcal/mol

=====

9.
An isolated molecule of C3H5NO3 in a non-equilibrium geometry, computed with the ωB97M-V functional and the def2-TZVPD basis.

```
12
Properties=species:S:1:pos:R:3:forces:R:3:mulliken_charge:R:1
C 0.154638 1.036047 -1.761697 -0.54 -1.44 0.88 0.141
N -0.244697 0.059549 -0.855379 0.79 0.60 -0.85 -0.185
C -0.752186 0.211479 0.495402 -0.04 0.07 -0.68 -0.284
C -0.067037 -0.802673 1.418946 1.09 1.24 -0.25 0.440
O 1.301387 -0.706792 1.186970 -1.36 0.18 -0.40 -0.426
O -0.525108 -1.511890 2.254181 -0.46 -0.23 -0.21 -0.497
O 0.509682 0.675873 -2.860552 0.25 1.00 0.09 -0.555
H 0.111370 2.056887 -1.344519 -0.05 0.12 -0.44 0.276
H 0.223853 -0.785931 -1.152119 -0.55 -0.38 0.35 0.242
H -0.510838 1.223894 0.843496 -0.01 -0.16 0.16 0.263
H -1.840961 0.122681 0.429248 0.19 -0.27 0.74 0.262
H 1.639893 -1.579128 1.346026 0.69 -0.72 0.62 0.323
```
Positions in Å, forces in eV/Å.

Properties
energy relative to the best compared isomer or geometry (same formula, charge and spin): 26.65 kcal/mol
SMILES: O=CNCC(=O)O

=====

10.
An isolated molecule of C3H5NO4 in a non-equilibrium geometry, computed with the ωB97M-V functional and the def2-TZVPD basis.

```
13
Properties=species:S:1:pos:R:3:forces:R:3:mulliken_charge:R:1
C 1.359712 -0.570911 0.200355 -1.11 0.78 -0.60 0.099
C -1.580275 0.359533 0.557203 -0.14 -0.35 0.62 0.748
C -0.751810 0.452245 -0.691113 0.25 0.12 -0.04 -0.215
O 1.741278 -1.565342 -0.652643 -0.39 1.01 -2.98 -0.579
O 2.360762 0.298090 0.582220 -0.04 0.02 0.16 -0.481
O -2.824764 0.801615 0.313512 -0.14 0.09 -0.21 -0.452
N 0.461369 0.134889 -0.821032 -0.34 0.70 1.08 -0.508
O -1.227725 -0.066919 1.624425 0.03 0.12 -0.25 -0.525
H 2.864605 0.547402 -0.204970 -0.05 -0.09 0.04 0.293
H 1.396474 -0.993375 -1.549115 1.54 -2.56 2.30 0.487
H -3.370716 0.691949 1.108942 0.25 -0.01 -0.01 0.350
H 0.846633 -0.940778 1.087856 0.15 0.18 -0.09 0.425
H -1.275541 0.851601 -1.555640 -0.01 0.00 -0.03 0.358
```
Positions in Å, forces in eV/Å.

Properties
energy relative to the best compared isomer or geometry (same formula, charge and spin): 45.64 kcal/mol
SMILES: O=C(O)/C=N\C(O)O